Density functional theory data (wB97M-V/def2-TZVPD) for a structure of composition C9H26InN2O3 at a distorted geometry.

Geometry as ORCA input:
```
! RIJCOSX wB97M-V def2-TZVPD def2/J DEFGRID3
* xyz 2 2
In -1.680 0.158 -0.817
C -0.266 4.632 1.450
C -0.546 3.411 0.537
C 0.676 3.155 -0.353
O 0.303 2.226 -1.302
C 1.264 2.168 -2.342
N -1.035 2.207 1.175
H 0.431 4.432 2.264
H -1.157 4.889 2.024
H 0.200 5.494 0.973
H -1.295 3.857 -0.117
H 1.582 2.748 0.095
H 0.945 4.074 -0.874
H 0.991 1.450 -3.115
H 2.221 1.858 -1.923
H 1.423 3.161 -2.763
H -1.823 2.597 1.672
H -0.388 1.916 1.894
C -0.503 -4.779 -0.977
C -0.467 -3.229 -0.804
C 0.976 -2.636 -0.412
O 0.974 -1.179 -0.565
C 2.309 -0.582 -0.344
N -1.044 -2.658 -2.042
H -0.106 -5.142 -0.029
H 0.158 -5.145 -1.762
H -1.373 -5.378 -1.246
H -1.204 -2.958 -0.049
H 1.735 -2.956 -1.126
H 1.293 -2.822 0.615
H 2.720 -0.459 -1.346
H 3.038 -1.115 0.266
H 2.083 0.440 -0.039
H -0.523 -3.030 -2.823
H -1.895 -3.178 -2.201
C -2.013 -1.419 2.835
O -1.057 -0.854 1.925
H -2.636 -0.616 3.227
H -2.547 -2.171 2.254
H -1.453 -1.870 3.654
H -0.315 -0.697 2.513
*
```

Computed properties:
- Orbital gap (alpha / beta): 9.748 / 4.671 eV

=====

Density functional theory data (wB97M-V/def2-TZVPD) for a cluster of 7 separate species, C16H27Br14IN2OP in total at a distorted geometry.

Geometry as ORCA input:
```
! RIJCOSX wB97M-V def2-TZVPD def2/J DEFGRID3
* xyz 1 1
O -2.134 -2.683 -0.414
P -3.024 -1.262 -0.829
Br -4.954 -1.398 0.341
N -1.962 0.056 -0.214
N -1.876 0.268 1.106
C -1.009 1.272 1.523
I -0.886 1.493 3.710
C -0.113 2.261 0.738
C -0.226 1.996 -0.813
C -1.189 0.836 -1.109
Br -1.374 0.363 -3.044
H -1.989 -2.579 0.567
H 0.570 3.056 1.178
H 0.376 2.586 -1.581
Br 3.300 2.171 0.481
C 4.483 2.808 1.896
C 3.917 2.504 3.261
Br 2.485 3.744 3.729
H 4.643 3.872 1.722
H 5.421 2.274 1.742
H 4.677 2.647 4.031
H 3.506 1.499 3.344
Br -3.036 2.848 -5.206
C -4.515 3.599 -4.176
C -4.321 3.401 -2.694
Br -4.733 1.570 -2.167
H -5.428 3.141 -4.555
H -4.516 4.661 -4.424
H -5.019 4.021 -2.129
H -3.304 3.609 -2.360
Br 6.980 5.744 3.069
C 5.551 6.482 4.170
C 5.832 6.283 5.639
Br 5.475 4.445 6.181
H 4.622 6.015 3.842
H 5.524 7.545 3.925
H 5.160 6.893 6.245
H 6.862 6.501 5.916
Br 0.780 -4.595 2.013
C 1.091 -4.871 0.109
C 1.952 -3.775 -0.462
Br 0.926 -2.140 -0.732
H 0.114 -4.945 -0.368
H 1.599 -5.835 0.039
H 2.317 -4.048 -1.454
H 2.799 -3.518 0.173
Br -2.375 -0.372 -6.167
C -1.988 -2.204 -6.714
C -0.523 -2.525 -6.553
Br 0.536 -1.738 -7.987
H -2.344 -2.311 -7.739
H -2.594 -2.830 -6.057
H -0.355 -3.600 -6.633
H -0.103 -2.166 -5.614
Br -3.944 -6.947 4.775
C -3.601 -7.263 2.883
C -2.660 -6.228 2.318
Br -3.579 -4.537 2.001
H -4.570 -7.285 2.383
H -3.151 -8.256 2.838
H -2.291 -6.538 1.339
H -1.815 -6.013 2.968
*
```

Computed properties:
- Orbital gap: 6.708 eV

=====

Density functional theory data (wB97M-V/def2-TZVPD) for an isolated molecule of C5H6O3 at a distorted geometry.

Geometry as ORCA input:
```
! RIJCOSX wB97M-V def2-TZVPD def2/J DEFGRID3
* xyz 0 1
C 1.493 0.903 0.986
C -1.145 -1.818 -0.595
C 0.470 1.356 -0.024
C 0.012 -1.063 -0.745
C -0.349 0.303 -0.746
O -2.135 -0.461 -0.326
O -1.602 -2.893 -0.456
O 0.251 2.524 -0.259
H -2.328 -0.462 0.625
H 0.994 -1.483 -0.596
H -0.908 0.750 -1.561
H 1.022 0.290 1.759
H 1.971 1.771 1.434
H 2.254 0.283 0.504
*
```

Computed properties:
- Orbital gap (alpha / beta): 7.684 / 7.685 eV
- ΔE to the lowest compared entry with this formula, charge and spin: 298.6 kJ/mol
- SMILES: CC(=O)/C=C/C(=O)O

=====

Short version: electronic energy = -24031.7324; -1020033.4919; -11421.3170 eV, in the order given.